# 1
Entry from the OMol25 dataset: a cluster of 2 separate species, C5H9Br2N4 in total at a distorted geometry (ωB97M-V/def2-TZVPD).

```
20
Properties=species:S:1:pos:R:3:forces:R:3:nbo_charge:R:1
C -0.19934 -0.33876 0.37181 -1.51 -5.01 -0.85 0.534
C -1.95816 -0.15691 1.95295 -1.30 -1.71 0.33 0.259
C -1.66011 -0.90199 0.61970 3.47 1.05 3.31 -0.543
C 2.25850 -0.18555 -1.98680 -0.04 0.93 -0.58 -0.646
C 2.13637 -0.51879 -0.46034 -0.39 1.84 -0.14 -0.245
N -0.13998 0.95221 0.51634 2.09 1.95 -0.84 -0.277
N -1.63038 1.03647 2.20485 0.40 -0.40 0.13 -0.301
N 0.78925 -1.06665 -0.11765 -0.58 -0.22 0.13 -0.436
N -0.91855 1.62191 1.19536 -0.22 1.52 0.91 0.165
Br -2.86828 -1.12030 3.31247 0.35 0.41 -0.76 0.212
Br -2.65171 2.70598 -0.62293 0.71 1.06 0.02 -0.179
H -2.21867 -0.44610 -0.10163 -1.94 1.03 -2.23 0.282
H -1.84505 -1.95032 0.74788 0.29 -0.46 -0.29 0.283
H 1.57414 0.62365 -2.36606 0.10 -0.90 0.83 0.234
H 3.27947 0.30858 -2.31687 -1.68 -1.86 0.95 0.269
H 1.94195 -1.14399 -2.47734 0.94 0.99 -0.26 0.220
H 2.95248 -1.25980 -0.25045 -1.01 0.88 0.60 0.252
H 2.00845 0.40729 0.17468 1.84 -0.87 -0.71 0.235
H 0.63687 -2.07035 -0.25111 -0.25 0.53 0.02 0.436
H -1.48727 3.50341 -0.14485 -1.30 -0.76 -0.57 0.246
```
Forces are in eV/Å.

- LUMO (eV) = -6.395
- energy relative to the best compared isomer or geometry (same formula, charge and spin) (eV) = 3.283
- charge = +1
- max |F| (Eh/bohr) = 0.1031
- gap between HOMO and LUMO (eV) = 7.39
- DFT total energy (eV) = -151365.2874

---

# 2
Entry from the OMol25 dataset: a cluster of 2 separate species, C5H9BrFN2 in total at a distorted geometry (ωB97M-V/def2-TZVPD).

```
18
Properties=species:S:1:pos:R:3:forces:R:3:mulliken_spin:R:1
C 0.44711 -1.03974 1.60857 -0.16 -0.43 3.70 0.283
C 0.55193 -1.98605 0.72535 0.53 -0.44 -3.79 0.771
C 0.03139 0.34583 1.43903 0.40 0.61 -2.06 0.019
C -1.09860 0.64812 0.45868 0.90 -0.66 -2.28 0.018
C -0.93550 -0.06351 -0.94724 1.20 -1.67 1.70 0.008
N -0.43515 -1.23314 -1.07985 -0.98 0.01 2.05 0.360
N 0.84837 1.19991 -1.64663 0.01 0.66 2.16 -0.003
F 0.98437 -3.16421 0.51096 -0.21 0.24 1.03 0.063
Br 0.62580 -1.65184 3.48860 -0.14 0.30 -0.66 0.428
H -0.01760 0.83904 2.34404 -1.00 0.65 2.21 0.007
H 0.86264 0.90479 1.05119 1.03 -0.03 -0.72 0.032
H -2.04459 0.44308 0.82797 -1.91 -1.40 0.94 -0.003
H -1.30073 1.69929 0.25924 1.06 0.32 0.01 -0.003
H -1.32309 0.47985 -1.74994 -0.97 0.59 -1.30 0.018
H -0.26204 -1.92362 -1.79870 -0.49 0.86 -0.60 -0.001
H 0.40078 2.09456 -1.48351 0.76 0.47 1.10 0.001
H 0.83034 1.27153 -2.59376 0.13 -0.68 -3.90 0.000
H 1.83458 1.13612 -1.41400 -0.14 0.61 0.40 0.001
```
Forces are in eV/Å.

- LUMO (alpha / beta) (eV) = -3.202 / -7.637
- charge = +1
- max |F| (Eh/bohr) = 0.0770
- gap between HOMO and LUMO (alpha / beta) (eV) = 8.40 / 6.29
- DFT total energy (eV) = -81057.3856
- multiplicity = 3

---

# 3
Entry from the OMol25 dataset: an isolated molecule of C5H9BrO5 at a distorted geometry (ωB97M-V/def2-TZVPD).

```
20
Properties=species:S:1:pos:R:3:forces:R:3:nbo_charge:R:1
C 1.19894 1.16709 0.12025 0.97 2.00 3.32 -0.117
C 0.74620 0.51729 -1.11762 2.21 -2.43 -2.51 0.045
C -0.61840 -0.09752 -0.99690 -1.19 -1.33 1.35 -0.004
C -0.63676 -1.36596 -0.06588 2.97 2.79 1.30 0.155
C 0.39164 -0.13179 1.85253 -0.88 -0.64 -1.81 0.377
O 1.58633 0.31003 1.24565 -3.31 -0.29 0.43 -0.553
O 0.84562 1.49944 -2.16686 -3.18 -1.23 -0.86 -0.703
O -1.12061 -0.39631 -2.27302 0.40 -0.51 -1.19 -0.730
O -1.80484 -1.96409 0.28589 0.92 -0.09 -0.02 -0.676
O -0.65010 0.77056 2.15718 1.50 -0.61 -0.32 -0.745
Br 0.92595 -1.14523 3.36096 -0.08 -0.42 0.34 0.012
H 2.18238 1.64305 0.21185 -0.43 0.77 -1.97 0.235
H 0.39378 1.91290 0.50120 1.36 -1.17 -0.83 0.207
H 1.41855 -0.36686 -1.50826 -0.69 1.40 1.24 0.169
H -1.27488 0.66259 -0.65635 -0.76 0.80 1.20 0.177
H 0.38304 -1.83392 -0.05425 -1.52 -0.51 -0.03 0.190
H 0.04891 1.21488 -2.77179 2.27 1.04 1.23 0.492
H -1.91480 -0.90919 -2.13099 -0.38 -0.12 -0.26 0.486
H -1.60459 -2.63812 0.97059 -0.21 0.49 -0.61 0.503
H -0.49636 1.15116 3.03581 0.04 0.03 0.00 0.478
```
Forces are in eV/Å.

- LUMO (alpha / beta) (eV) = 0.106 / 0.246
- energy relative to the best compared isomer or geometry (same formula, charge and spin) (eV) = 2.126
- charge = 0
- max |F| (Eh/bohr) = 0.0832
- gap between HOMO and LUMO (alpha / beta) (eV) = 7.93 / 8.26
- DFT total energy (eV) = -85606.1026

---

# 4
Entry from the OMol25 dataset: a structure of composition C5H9Cl2FN2S at a distorted geometry (ωB97M-V/def2-TZVPD).

```
20
Properties=species:S:1:pos:R:3:forces:R:3:nbo_charge:R:1
C -0.52301 1.13494 -1.83116 0.26 0.18 -0.32 0.229
C -2.52830 0.34996 -0.71121 -0.29 -0.17 -0.01 -0.246
C -1.88219 1.33765 0.16997 -0.09 0.21 0.20 -0.247
C 1.29753 -0.69576 0.96532 -0.01 -0.78 1.96 -0.445
C 1.51815 -1.66097 2.11281 -0.12 0.31 -0.39 0.192
H 2.52001 -0.28452 -2.47386 -0.02 -0.04 -0.16 0.122
H -1.10892 1.93731 -2.30164 0.08 -0.13 0.11 0.162
H -2.89293 -0.59446 -0.31301 0.05 0.22 -0.08 0.215
H -3.06006 0.72457 -1.58447 0.10 -0.06 0.12 0.202
H -1.97031 2.38970 -0.09900 0.04 -0.19 0.04 0.205
H -1.76308 1.13997 1.23212 -0.03 0.04 -0.16 0.214
H 1.44999 -1.21105 0.01546 -0.18 -0.34 1.80 0.220
H 0.26835 -0.33349 1.02291 0.24 -0.12 -0.13 0.243
H 0.80458 -2.48697 2.03634 0.10 0.09 0.05 0.183
N 0.59946 0.86071 -2.34758 -0.26 -0.12 0.19 -0.525
N -1.07037 0.48454 -0.70054 0.16 -0.07 -0.20 -0.473
F 1.32638 -1.02647 3.29883 -0.03 -0.04 0.45 -0.340
S 1.50370 -0.39277 -1.60657 -0.04 1.05 -4.01 0.185
Cl 2.37111 0.71235 1.02597 0.02 -0.03 0.52 -0.040
Cl 3.13992 -2.38526 2.08930 0.02 0.00 0.02 -0.057
```
Forces are in eV/Å.

- LUMO (eV) = 0.629
- charge = 0
- max |F| (Eh/bohr) = 0.0805
- gap between HOMO and LUMO (eV) = 9.37
- DFT total energy (eV) = -46905.5326

---

# 5
Entry from the OMol25 dataset: an isolated molecule of C5H9ClFN at a distorted geometry (ωB97M-V/def2-TZVPD).

```
17
Properties=species:S:1:pos:R:3:forces:R:3:nbo_charge:R:1
C -0.72982 -1.85411 0.02082 1.99 -0.41 1.32 -0.420
N -0.84022 -0.85344 -0.96974 2.22 2.67 -1.92 -0.377
C 0.46024 -0.27622 -1.54777 -2.10 -0.94 -4.48 -0.268
C -0.53396 0.60388 -0.90206 3.87 -3.58 3.10 -0.150
C -0.13413 1.15693 0.44242 -2.36 2.24 -0.09 0.443
C 1.13680 1.00602 1.25399 -1.14 -2.33 0.76 -0.735
F -0.28175 2.64866 0.41923 0.04 -2.16 -0.91 -0.407
Cl -1.69476 0.70158 1.40401 1.06 0.51 0.40 -0.112
H 0.07005 -1.72672 0.82086 -0.47 0.08 -0.91 0.158
H -1.62302 -1.94335 0.60658 -0.72 -0.50 -0.22 0.217
H -0.42735 -2.70142 -0.61331 -0.53 -0.39 0.90 0.212
H 0.37104 -0.35811 -2.75977 0.44 0.46 3.01 0.202
H 1.50233 -0.40411 -1.26767 -0.43 -0.34 0.86 0.211
H -1.09669 1.18004 -1.47132 -2.75 2.67 -2.18 0.225
H 0.78265 1.86129 1.86615 2.44 0.23 0.12 0.290
H 0.87655 0.19136 2.01335 0.94 0.47 -1.26 0.246
H 2.16203 0.76774 0.68424 -2.48 1.34 1.50 0.264
```
Forces are in eV/Å.

- structure (SMILES) = CN1C[C@@H]1[C@@](C)(F)Cl
- LUMO (eV) = 0.813
- energy relative to the best compared isomer or geometry (same formula, charge and spin) (eV) = 3.668
- charge = 0
- max |F| (Eh/bohr) = 0.1190
- gap between HOMO and LUMO (eV) = 10.15
- DFT total energy (eV) = -22057.2660

---

# 6
Entry from the OMol25 dataset: an isolated molecule of C5H9ClFN at a distorted geometry (ωB97M-V/def2-TZVPD).

```
17
Properties=species:S:1:pos:R:3:forces:R:3:nbo_charge:R:1
C 1.70061 1.03151 0.04390 0.07 3.30 0.37 -0.411
N 1.54737 -0.33593 0.04266 0.32 -1.38 1.10 -0.630
C 0.27222 -0.90834 -0.03371 -1.15 -1.71 -0.10 -0.021
C -0.76824 -0.33264 -1.02298 -0.92 -0.94 -1.15 -0.497
C -1.56673 0.31745 0.10040 0.34 0.44 -0.60 0.392
F -1.31720 1.70020 0.12487 -0.45 -1.25 0.56 -0.356
Cl -3.37355 0.05979 -0.02055 1.02 0.35 0.34 -0.077
C -0.76594 -0.58118 1.08835 0.19 0.69 0.77 -0.477
H 2.72849 1.30898 0.31942 -0.29 -0.06 0.09 0.201
H 1.00100 1.53113 0.74549 0.54 -0.37 -0.11 0.203
H 1.50335 1.54541 -0.90641 -0.07 -0.08 -0.29 0.158
H 2.23289 -0.78125 -0.50744 0.52 -0.75 -0.60 0.370
H 0.43047 -2.02154 -0.14316 -0.30 1.16 0.02 0.204
H -0.46782 0.26645 -1.89063 -0.05 0.05 0.36 0.233
H -1.39229 -1.17814 -1.37464 0.41 0.45 -0.11 0.233
H -1.37468 -1.41892 1.39054 -0.19 -0.45 -0.33 0.240
H -0.38995 -0.20299 2.04389 0.01 0.55 -0.32 0.237
```
Forces are in eV/Å.

- structure (SMILES) = CN[C@H]1C[C@](F)(Cl)C1
- LUMO (eV) = 0.868
- energy relative to the best compared isomer or geometry (same formula, charge and spin) (eV) = 1.145
- charge = 0
- max |F| (Eh/bohr) = 0.0645
- gap between HOMO and LUMO (eV) = 9.54
- DFT total energy (eV) = -22059.7894

---

# 7
Entry from the OMol25 dataset: an isolated molecule of C5H9ClN2 at a distorted geometry (ωB97M-V/def2-TZVPD).

```
17
Properties=species:S:1:pos:R:3:forces:R:3:nbo_charge:R:1
H -2.30561 1.41309 1.15993 -0.08 2.51 -0.77 0.323
N -1.96828 2.35091 0.69882 3.36 -3.23 -0.03 -0.660
C -0.86769 1.86943 0.10638 -3.17 -1.46 -1.01 0.439
C 0.16702 2.46290 -0.78002 -0.53 4.16 2.04 -0.701
N -0.72878 0.48567 -0.14590 4.48 2.16 -2.55 -0.663
C -1.27444 -0.48597 0.47442 -5.29 -5.96 2.68 0.042
C -0.71459 -1.70327 0.50151 0.21 -1.70 0.59 -0.353
C 0.68094 -2.14350 0.36809 3.41 -1.27 1.52 -0.399
Cl 1.97295 -1.22976 -0.50990 0.01 0.79 -0.71 -0.096
H 0.21576 1.95112 -1.76451 0.56 0.39 1.00 0.245
H 1.07210 2.61412 -0.05208 -1.01 -0.57 -2.11 0.253
H -0.28202 3.51404 -0.87856 1.18 -1.08 -0.51 0.244
H 0.16584 0.05731 -0.67202 -2.26 2.28 1.47 0.420
H -2.42910 -0.54486 0.80759 2.60 0.86 -0.72 0.207
H -1.12111 -2.67643 0.84939 -1.07 1.29 0.01 0.231
H 0.86588 -3.17704 -0.11677 -0.93 1.53 1.21 0.237
H 1.21017 -2.09890 1.44258 -1.46 -0.69 -2.12 0.231
```
Forces are in eV/Å.

- structure (SMILES) = [H]/N=C(/C)N/C=C\CCl
- LUMO (eV) = 0.611
- energy relative to the best compared isomer or geometry (same formula, charge and spin) (eV) = 3.625
- charge = 0
- max |F| (Eh/bohr) = 0.1635
- gap between HOMO and LUMO (eV) = 8.93
- DFT total energy (eV) = -20830.2309

---

# 8
Entry from the OMol25 dataset: an isolated molecule of C5H9ClN2O at a distorted geometry (ωB97M-V/def2-TZVPD).

```
18
Properties=species:S:1:pos:R:3:forces:R:3:nbo_charge:R:1
O -3.25344 -0.43202 0.38572 -0.25 1.43 -0.30 -0.369
N -2.64682 0.53689 -0.04096 -0.47 -0.58 -0.78 0.231
N -1.44000 0.17928 -0.61195 -1.10 3.04 0.38 -0.247
C -0.46213 1.28284 -0.54479 -0.87 2.06 -0.45 -0.272
C 0.42103 1.02308 0.66278 0.14 1.62 4.14 -0.446
C 1.31374 -0.20996 0.51080 0.53 -0.28 2.27 -0.187
Cl 2.99611 0.00269 -0.12891 -0.35 0.34 -1.12 -0.084
C 0.44305 -1.24114 -0.14280 2.04 -2.05 0.05 -0.458
C -1.01878 -1.03043 -0.08846 -2.24 -4.05 1.40 -0.269
H -0.99549 2.29887 -0.32515 0.54 -2.05 -0.67 0.247
H -0.00919 1.37318 -1.56740 0.20 -0.04 1.19 0.223
H -0.34905 0.65121 1.54407 1.76 1.05 -2.07 0.231
H 0.88368 2.05610 1.22778 -0.87 -3.01 -2.09 0.256
H 1.71626 -0.67416 1.42777 -1.23 0.85 0.37 0.229
H 0.53536 -1.06474 -1.14321 1.04 0.26 -3.25 0.216
H 0.89727 -2.30774 -0.05649 -1.35 1.70 0.38 0.243
H -1.62776 -1.01732 0.88063 1.70 -1.25 -0.46 0.224
H -1.53107 -1.86445 -0.69705 0.80 0.94 1.02 0.231
```
Forces are in eV/Å.

- structure (SMILES) = O=NN1CCC(Cl)CC1
- LUMO (eV) = 0.529
- energy relative to the best compared isomer or geometry (same formula, charge and spin) (eV) = 3.165
- charge = 0
- max |F| (Eh/bohr) = 0.0939
- gap between HOMO and LUMO (eV) = 10.26
- DFT total energy (eV) = -22876.7576